Record 1
{
  "formula": "C16H29N2SSc",
  "method": "ωB97M-V/def2-TZVPD",
  "homo_energy_ev": [-15.324, -15.547],
  "total_charge": 2,
  "de_lowest_kcal_mol": 0.0,
  "gap_ha": [0.2147, 0.2634],
  "symbols": ["C", "H", "H", "H", "C", "H", "H", "C", "H", "H", "H", "C", "C", "C", "C", "C", "C", "C", "C", "C", "C", "Sc", "H", "H", "H", "H", "H", "H", "H", "H", "H", "H", "H", "H", "H", "H", "H", "S", "C", "N", "C", "C", "N", "H", "H", "H", "H", "H", "H"],
  "xyz": [[1.2601, 1.8422, -1.0190], [2.2481, 2.2254, -0.7546], [1.3810, 1.2185, -1.8931], [1.4055, 0.8224, 0.6085], [0.2171, 2.9061, -1.1733], [-0.7336, 2.5881, -1.6254], [-0.0498, 3.3017, -0.1847], [0.7476, 4.0553, -2.0440], [0.0227, 4.8321, -2.2109], [1.6019, 4.5346, -1.5647], [1.0735, 3.7264, -3.0271], [-0.7613, -1.8669, -0.2351], [-1.4444, -1.1502, -1.2850], [-0.4664, -0.7887, -2.2850], [0.8173, -1.2866, -1.8379], [0.6374, -1.9121, -0.5624], [1.6444, -2.7428, 0.1452], [2.0576, -1.3194, -2.6502], [-0.7361, -0.0684, -3.5554], [-2.8914, -0.8372, -1.2974], [-1.4215, -2.5248, 0.9124], [-0.1130, 0.6023, -0.2740], [2.9194, -1.6454, -2.0572], [1.9370, -2.0337, -3.4852], [2.3062, -0.3425, -3.0948], [2.6642, -2.3841, -0.0532], [1.4897, -2.7364, 1.2350], [1.5940, -3.7998, -0.1848], [-2.1059, -1.8377, 1.4250], [-2.0119, -3.3932, 0.5759], [-0.6884, -2.8839, 1.6466], [-3.1227, -0.0509, -2.0301], [-3.4652, -1.7375, -1.5720], [-3.2560, -0.4902, -0.3132], [0.0373, 0.6758, -3.8121], [-0.7750, -0.7941, -4.3823], [-1.7019, 0.4576, -3.5248], [-1.6303, 1.4444, 1.4788], [-0.7280, 0.7998, 2.8081], [0.3930, 0.0290, 2.9082], [0.7427, -0.2215, 4.3168], [-0.3741, 0.4695, 5.0894], [-1.1816, 1.0514, 4.0321], [0.9882, -0.2536, 2.1484], [1.7222, 0.2024, 4.5610], [0.7616, -1.2918, 4.5157], [-0.0018, 1.2622, 5.7428], [-0.9709, -0.2287, 5.6709], [-2.0381, 1.5745, 4.1682]],
  "atomic_forces_ev_per_a": [[3.488, 1.925, 0.151], [-0.351, 0.116, -0.170], [0.022, -0.709, -0.378], [0.824, 0.421, -0.549], [-0.506, 1.028, 0.438], [-0.118, -0.461, -0.075], [0.049, 0.136, -0.128], [0.638, 0.068, -0.068], [-0.574, 0.156, 0.118], [0.011, -0.141, 0.064], [0.021, -0.255, -0.055], [1.595, -0.384, -0.264], [1.186, 0.748, -2.170], [-2.028, -0.048, 1.600], [-0.058, -0.915, 0.390], [-1.086, 0.261, 0.171], [0.627, -0.292, 0.355], [0.321, 0.084, 0.016], [-0.077, 0.279, -0.541], [-0.558, 0.251, -0.028], [0.091, -0.137, 0.450], [-2.659, -1.994, -0.049], [-0.227, 0.058, -0.175], [-0.022, 0.247, 0.230], [-0.180, -0.320, 0.000], [-0.290, -0.166, 0.156], [0.088, -0.032, -0.349], [-0.015, 0.518, 0.131], [-0.036, -0.129, -0.138], [0.116, 0.257, 0.048], [-0.224, 0.045, -0.247], [-0.026, -0.330, 0.165], [0.065, 0.279, 0.085], [0.151, -0.277, -0.353], [-0.195, -0.333, 0.093], [-0.026, 0.261, 0.113], [0.300, -0.237, -0.087], [0.253, -0.271, 0.363], [0.422, -0.400, 1.026], [-1.277, 0.672, 0.079], [0.531, -0.246, -0.010], [-0.183, 0.314, 0.539], [-0.191, 0.120, -0.800], [0.006, 0.212, -0.105], [-0.159, -0.106, -0.170], [0.072, 0.010, -0.042], [-0.044, -0.186, -0.004], [0.014, 0.000, 0.088], [0.218, -0.094, 0.088]]
}


Record 2
{
  "formula": "C16H29N4O5P",
  "method": "ωB97M-V/def2-TZVPD",
  "homo_energy_ev": -9.223,
  "smiles": "NC(N)(N)Cc1cc([PH2]=O)cc2c1C(=O)NC2=O.CC(C)O.CC(C)O",
  "gap_ha": 0.2621,
  "symbols": ["N", "C", "N", "N", "C", "C", "C", "C", "P", "O", "C", "C", "C", "C", "O", "N", "C", "O", "H", "H", "H", "H", "H", "H", "H", "H", "H", "H", "H", "H", "H", "C", "C", "C", "O", "H", "H", "H", "H", "H", "H", "H", "H", "C", "C", "C", "O", "H", "H", "H", "H", "H", "H", "H", "H"],
  "xyz": [[5.3840, -1.3395, -1.8962], [4.1535, -0.4957, -1.5376], [4.5727, 0.9585, -1.4631], [3.7429, -0.9195, -0.1177], [2.8945, -0.7451, -2.6092], [1.8886, -1.8161, -1.8541], [2.3546, -3.4165, -1.7173], [1.3733, -4.4826, -0.9217], [1.9998, -6.2968, -0.7684], [2.0299, -6.8402, 0.7275], [-0.0745, -3.9504, -0.2915], [-0.4858, -2.3764, -0.4989], [0.4601, -1.2731, -1.2592], [-0.2505, 0.2042, -1.2523], [0.1842, 1.4182, -1.6055], [-1.6424, -0.0977, -0.6656], [-1.8002, -1.5036, -0.0511], [-2.8139, -1.9781, 0.6780], [5.0994, -2.3372, -2.0738], [5.7530, -0.9399, -2.8106], [3.9812, 1.5053, -0.7829], [4.5672, 1.3948, -2.4145], [4.1945, -0.2786, 0.5769], [4.0699, -1.9166, 0.0120], [2.3320, 0.2733, -2.8564], [3.2759, -1.2127, -3.6202], [3.3874, -3.6895, -2.2158], [3.3571, -6.4666, -1.3040], [1.1383, -7.0939, -1.6163], [-0.8073, -4.6598, 0.2833], [-2.4240, 0.0023, -1.3680], [-4.9864, -1.4167, 4.2846], [-3.7983, -0.5320, 4.6271], [-4.1344, 0.9402, 4.4498], [-2.6993, -0.8702, 3.7851], [-5.2867, -1.2824, 3.2393], [-4.7262, -2.4739, 4.4049], [-5.8441, -1.1918, 4.9262], [-3.4879, -0.7167, 5.6613], [-4.4044, 1.1581, 3.4104], [-3.2664, 1.5643, 4.6879], [-4.9665, 1.2358, 5.0963], [-2.9659, -0.7094, 2.8647], [-0.3412, 5.5617, -0.0277], [-0.8054, 5.8683, -1.4427], [-2.0592, 5.0844, -1.7966], [0.2326, 5.5389, -2.3621], [-0.0944, 4.4998, 0.0824], [0.5689, 6.1235, 0.2087], [-1.1122, 5.8191, 0.7052], [-1.0022, 6.9414, -1.5411], [-1.8734, 4.0056, -1.7493], [-2.3747, 5.3057, -2.8219], [-2.8818, 5.3275, -1.1167], [0.4140, 4.5878, -2.2816]],
  "atomic_forces_ev_per_a": [[-1.106, 1.005, -1.432], [0.273, -0.028, 0.957], [-0.851, -0.976, -0.397], [0.768, 0.163, -1.357], [-0.696, -0.738, 0.727], [-1.901, -0.986, 0.806], [-4.096, 1.755, 1.637], [-0.433, 4.591, -1.153], [-0.167, -1.216, 4.812], [-0.336, 1.834, -4.638], [2.075, 2.928, -1.859], [2.766, 0.353, -1.236], [1.406, -4.215, 0.535], [1.143, 2.271, -0.810], [-2.898, -7.912, 2.127], [0.446, -1.702, -0.438], [-2.181, -2.861, 1.873], [6.143, 3.644, -4.757], [0.261, 1.462, 0.065], [-0.476, -0.918, 1.415], [0.641, -0.932, -1.367], [-0.235, -0.421, 1.385], [-0.194, -1.119, -1.004], [-0.395, 1.798, 0.125], [1.068, -2.329, 0.781], [-0.685, 0.883, 2.073], [-2.447, 0.340, 1.194], [-1.297, 0.760, -0.139], [0.567, 0.732, 0.241], [1.715, 1.513, -1.264], [1.101, 0.451, 1.148], [-0.125, -0.308, 0.157], [-0.263, 0.133, -0.622], [0.097, 0.290, 0.217], [0.183, 0.004, 0.001], [0.028, 0.127, 0.097], [-0.017, 0.174, 0.051], [0.046, -0.034, -0.086], [0.148, -0.034, -0.209], [-0.083, -0.129, 0.075], [-0.122, -0.120, 0.040], [0.062, 0.014, -0.092], [0.065, -0.169, 0.312], [0.148, 0.212, 0.252], [0.003, -0.672, 0.189], [-0.301, 0.083, -0.199], [0.194, 0.011, -0.190], [-0.166, 0.033, -0.068], [-0.174, -0.002, -0.048], [0.094, -0.059, -0.038], [0.188, -0.136, -0.147], [0.061, 0.088, 0.149], [0.036, 0.059, 0.162], [0.058, -0.062, -0.071], [-0.138, 0.368, 0.019]]
}


Record 3
{
  "formula": "C16H29N6O3",
  "method": "ωB97M-V/def2-TZVPD",
  "homo_energy_ev": -12.052,
  "total_charge": 1,
  "smiles": "CC(C)C[C@@H](N)c1cn([C@@H](CCC(=O)O)C(=O)N2CC[NH2+]CC2)nn1",
  "de_lowest_kcal_mol": 6.1,
  "gap_ha": 0.3608,
  "symbols": ["C", "C", "C", "C", "C", "N", "C", "C", "N", "C", "C", "C", "C", "O", "O", "C", "O", "N", "C", "C", "N", "C", "C", "N", "N", "H", "H", "H", "H", "H", "H", "H", "H", "H", "H", "H", "H", "H", "H", "H", "H", "H", "H", "H", "H", "H", "H", "H", "H", "H", "H", "H", "H", "H"],
  "xyz": [[-5.7571, -0.8928, 1.0118], [-4.3130, -1.3900, 0.9594], [-3.4423, -0.5448, 1.8860], [-3.8189, -1.3660, -0.4919], [-2.4837, -2.0909, -0.7364], [-2.2198, -2.3723, -2.1480], [-1.3015, -1.3142, -0.2585], [-0.9166, -0.0129, -0.5541], [0.2799, 0.1412, 0.0378], [1.1365, 1.3049, 0.0517], [0.6309, 2.3700, 1.0401], [-0.7542, 2.9420, 0.7256], [-0.8397, 3.5229, -0.6695], [-0.6303, 2.8957, -1.6804], [-1.1757, 4.8001, -0.6604], [2.5446, 0.8729, 0.5005], [3.0349, 1.2907, 1.5212], [3.2228, -0.0051, -0.2922], [2.7672, -0.7164, -1.4636], [2.7757, -2.2353, -1.1584], [2.7659, -2.4032, 0.3089], [4.0279, -1.9345, 0.9253], [4.4225, -0.6042, 0.2573], [0.6125, -0.9933, 0.6559], [-0.3220, -1.8658, 0.4690], [-5.8199, 0.1343, 0.6584], [-6.1333, -0.9269, 2.0308], [-6.4021, -1.5096, 0.3910], [-4.2896, -2.4264, 1.3132], [-3.8731, -0.5254, 2.8838], [-2.4376, -0.9519, 1.9652], [-3.3850, 0.4808, 1.5235], [-3.7407, -0.3312, -0.8367], [-4.5701, -1.8626, -1.1123], [-2.4807, -3.0499, -0.2077], [-2.8622, -3.0779, -2.4898], [-2.3661, -1.5351, -2.7041], [-1.3612, 0.7585, -1.1455], [1.1606, 1.7261, -0.9597], [0.6156, 1.9373, 2.0421], [1.3667, 3.1750, 1.0461], [-1.5135, 2.1614, 0.8171], [-0.9856, 3.7296, 1.4412], [-1.2380, 5.1727, -1.5559], [1.7766, -0.3859, -1.7663], [3.4495, -0.5053, -2.2945], [1.8927, -2.7151, -1.5818], [3.6656, -2.7144, -1.5710], [2.5732, -3.3716, 0.5681], [1.9040, -1.7878, 0.6595], [3.8538, -1.7908, 1.9922], [4.8137, -2.6799, 0.7909], [4.8526, 0.0810, 0.9881], [5.1395, -0.7573, -0.5509]],
  "atomic_forces_ev_per_a": [[0.205, -0.225, 0.037], [-0.079, 0.319, -0.118], [-0.073, -0.320, 0.002], [0.106, -0.470, 0.302], [-0.202, 0.198, -0.116], [0.028, -0.191, -0.218], [0.126, 0.457, -0.129], [-0.127, -0.601, 0.123], [-0.628, -0.497, -0.262], [0.424, 0.717, 0.424], [-0.045, -0.065, -0.212], [0.082, 0.127, -0.094], [-0.044, -0.295, 0.169], [0.030, -0.128, -0.247], [-0.178, 0.733, 0.168], [-0.181, -0.064, -0.268], [-0.045, 0.181, 0.297], [0.387, 0.005, -0.135], [-0.136, 0.080, -0.255], [-0.080, 0.027, -0.580], [-0.515, -0.156, 0.347], [0.530, 0.287, 0.252], [0.137, 0.113, 0.218], [0.047, 0.488, 0.348], [-0.159, -0.368, 0.073], [-0.032, 0.147, -0.043], [-0.090, 0.035, 0.099], [-0.116, -0.026, -0.070], [-0.001, -0.009, -0.033], [-0.011, 0.047, 0.128], [0.115, 0.068, 0.100], [0.031, 0.164, -0.048], [-0.046, 0.096, -0.084], [0.034, 0.056, -0.063], [0.002, 0.130, 0.001], [-0.014, 0.057, -0.049], [-0.030, -0.070, -0.024], [-0.079, 0.269, -0.108], [0.004, -0.210, 0.151], [0.067, 0.052, -0.063], [0.012, -0.050, 0.053], [-0.046, 0.087, -0.016], [-0.037, -0.126, 0.035], [0.081, -0.316, 0.000], [0.042, -0.022, 0.028], [-0.114, -0.083, 0.056], [0.064, -0.025, 0.103], [-0.067, -0.021, 0.113], [0.020, 0.111, -0.065], [0.823, -0.389, -0.164], [-0.064, -0.064, -0.079], [-0.146, -0.054, 0.014], [0.018, -0.186, -0.116], [-0.023, -0.020, 0.015]]
}


Record 4
{
  "formula": "C16H29N7O2",
  "method": "ωB97M-V/def2-TZVPD",
  "homo_energy_ev": -9.753,
  "smiles": "CN(C)C=O.CN(C)C=O.CC#N.CC#N.CC#N.CC#N.CC#N",
  "gap_ha": 0.3676,
  "symbols": ["C", "N", "C", "C", "O", "H", "H", "H", "H", "H", "H", "H", "C", "N", "C", "C", "O", "H", "H", "H", "H", "H", "H", "H", "C", "C", "N", "H", "H", "H", "C", "C", "N", "H", "H", "H", "C", "C", "N", "H", "H", "H", "C", "C", "N", "H", "H", "H", "C", "C", "N", "H", "H", "H"],
  "xyz": [[4.5122, -8.9523, 11.5839], [3.8035, -9.0155, 10.3023], [2.9576, -10.1690, 9.9825], [4.2109, -8.1629, 9.3194], [3.9081, -8.2658, 8.1499], [4.7673, -7.9277, 11.8337], [5.3326, -9.6693, 11.6214], [3.7710, -9.2515, 12.3334], [1.9414, -9.8319, 10.2140], [3.0258, -10.2362, 8.8977], [3.1729, -11.0019, 10.6419], [4.9135, -7.4224, 9.7307], [1.5368, -2.4532, 6.9939], [0.8483, -3.6833, 6.6143], [-0.5800, -3.7319, 6.8074], [1.5877, -4.8055, 6.3590], [1.1591, -5.9360, 6.2819], [1.2348, -2.1092, 7.9879], [1.1531, -1.7161, 6.2796], [2.6212, -2.4044, 7.0004], [-0.9723, -4.7190, 7.0419], [-0.7708, -3.1582, 7.7203], [-1.1614, -3.3165, 5.9839], [2.6553, -4.5340, 6.3054], [2.2254, -13.3356, 7.0594], [2.9978, -13.8211, 5.9359], [3.6453, -14.1960, 5.0680], [2.5301, -13.9074, 7.9372], [1.1790, -13.4541, 6.7774], [2.3532, -12.2896, 7.3286], [0.1450, -8.9770, 7.6766], [-0.0127, -10.2485, 6.9496], [-0.1204, -11.2242, 6.3548], [-0.7435, -8.7749, 8.2753], [0.2148, -8.1486, 6.9737], [1.0078, -9.0891, 8.3263], [0.2319, -12.4505, 2.9311], [0.5063, -12.2321, 1.4959], [0.7347, -12.0513, 0.3855], [1.1363, -12.9588, 3.2696], [-0.6526, -13.0695, 3.0313], [0.1741, -11.4698, 3.3981], [-3.3071, -11.7015, 4.2120], [-4.0563, -10.5025, 3.7643], [-4.6483, -9.5711, 3.4536], [-3.9337, -12.5308, 4.5094], [-2.5243, -11.4682, 4.9344], [-2.6790, -11.8828, 3.3334], [-1.6654, -6.6148, 4.5376], [-1.5166, -8.0297, 4.1843], [-1.3659, -9.1231, 3.8839], [-0.7383, -6.1414, 4.2119], [-1.7174, -6.5185, 5.6180], [-2.5131, -6.2021, 3.9976]],
  "atomic_forces_ev_per_a": [[-1.633, -0.628, 0.041], [1.012, 0.441, 0.233], [-0.402, 2.014, 0.266], [0.074, -1.063, 0.199], [-0.199, 0.359, 0.002], [0.436, -0.023, -0.182], [0.257, 0.284, 0.050], [0.270, -0.019, 0.173], [-0.196, -0.428, -0.023], [0.098, -0.935, 0.071], [0.345, -0.345, -0.501], [-0.049, 0.283, -0.247], [-1.398, 1.029, -0.486], [1.298, -1.067, 0.057], [-0.283, 0.365, 0.980], [-0.243, 0.602, 0.752], [-0.175, -0.025, -0.358], [-0.158, -0.241, 0.030], [0.422, 0.408, 0.250], [0.051, -0.806, -0.428], [0.484, -0.261, -0.311], [-0.313, 0.197, -0.220], [0.162, 0.108, -0.089], [0.044, -0.346, -0.159], [-0.353, -0.197, 0.292], [0.545, 0.580, -0.030], [0.000, -0.177, -0.238], [-0.430, -0.185, -0.014], [-0.071, -0.127, 0.505], [0.324, 0.081, -0.527], [-0.521, -0.519, -0.221], [-0.116, 0.507, -0.002], [-0.041, -0.073, 0.098], [0.006, -0.249, 0.116], [0.530, -0.033, -0.013], [0.122, 0.462, -0.116], [1.022, 0.212, -1.190], [-0.339, 0.081, 0.138], [-0.007, -0.040, 0.034], [-0.264, -0.153, 0.495], [-0.022, 0.066, 0.289], [-0.350, -0.140, 0.272], [0.805, 1.187, -1.187], [0.037, -0.618, 1.085], [-0.075, 0.073, -0.148], [-0.077, -0.042, -0.126], [-0.483, 0.268, 0.430], [-0.288, -0.787, -0.035], [0.607, -0.579, -0.381], [-0.103, 0.456, 0.133], [0.127, -0.424, -0.030], [-0.112, 0.234, 0.054], [-0.275, 0.132, -0.021], [-0.102, 0.105, 0.239]]
}


Respective DFT total energy values: -1894.85675, -1563.23698, -1181.13741, -1160.75561 Eh.
Respective molecular weight values: 326.44, 388.40, 353.45, 351.45 g/mol.